{
  "formula": "C42H41ClO2P2Ru",
  "method": "ωB97M-V/def2-TZVPD",
  "species": ["Ru", "C", "C", "C", "C", "C", "C", "C", "C", "C", "H", "H", "H", "H", "H", "H", "H", "H", "H", "H", "H", "H", "H", "H", "H", "P", "P", "C", "C", "C", "C", "C", "C", "C", "C", "C", "C", "C", "C", "C", "C", "C", "C", "C", "C", "C", "C", "C", "C", "C", "C", "C", "C", "H", "H", "H", "H", "H", "H", "H", "H", "H", "H", "H", "H", "H", "H", "H", "H", "H", "H", "H", "H", "H", "H", "Cl", "C", "C", "C", "C", "C", "C", "C", "O", "O", "H", "H", "H", "H"],
  "positions_angstrom": [[2.65, 3.39, 0.33], [4.44, 2.99, -0.85], [3.44, 2.06, -1.17], [3.42, 0.60, -0.77], [2.87, 0.34, 0.65], [2.59, 1.61, 1.43], [3.64, 2.44, 1.92], [5.08, 2.21, 1.53], [5.51, 2.88, 0.21], [0.77, 4.11, 0.34], [4.60, 3.80, -1.57], [2.86, 2.29, -2.08], [4.43, 0.17, -0.87], [2.79, 0.06, -1.50], [1.93, -0.23, 0.59], [3.57, -0.35, 1.16], [1.65, 1.57, 1.99], [3.48, 2.96, 2.88], [5.34, 1.15, 1.49], [5.69, 2.63, 2.34], [5.81, 3.92, 0.44], [6.42, 2.39, -0.17], [0.66, 4.91, -0.42], [0.55, 4.52, 1.33], [0.13, 3.25, 0.12], [-3.05, -3.04, -1.96], [-3.90, -2.84, 1.06], [-2.36, -4.20, -0.77], [-2.92, -4.25, 0.48], [-3.66, -4.12, -3.33], [-3.22, -5.43, -3.52], [-3.63, -6.15, -4.65], [-4.58, -5.61, -5.53], [-5.12, -4.35, -5.26], [-4.67, -3.60, -4.17], [-1.45, -2.32, -2.52], [-0.82, -1.47, -1.59], [0.36, -0.83, -1.92], [0.93, -1.02, -3.19], [0.32, -1.89, -4.10], [-0.87, -2.56, -3.77], [-5.18, -3.83, 1.97], [-6.05, -4.59, 1.18], [-6.99, -5.44, 1.78], [-7.11, -5.49, 3.18], [-6.27, -4.69, 3.96], [-5.31, -3.86, 3.37], [-2.92, -2.15, 2.43], [-3.32, -0.90, 2.94], [-2.69, -0.38, 4.06], [-1.62, -1.07, 4.65], [-1.17, -2.28, 4.09], [-1.81, -2.81, 2.97], [-1.50, -4.81, -1.09], [-2.83, -5.11, 1.14], [-2.57, -5.90, -2.78], [-3.21, -7.15, -4.83], [-4.90, -6.18, -6.41], [-5.91, -3.94, -5.90], [-5.09, -2.62, -3.95], [-1.26, -1.32, -0.59], [0.83, -0.17, -1.19], [1.84, -0.49, -3.45], [0.77, -2.05, -5.08], [-1.33, -3.25, -4.47], [-5.99, -4.53, 0.09], [-7.62, -6.07, 1.16], [-7.83, -6.17, 3.65], [-6.36, -4.72, 5.05], [-4.66, -3.24, 3.99], [-4.13, -0.36, 2.45], [-3.03, 0.57, 4.49], [-1.14, -0.68, 5.54], [-0.33, -2.82, 4.53], [-1.45, -3.74, 2.52], [7.51, 10.60, 0.68], [6.40, 9.30, 0.50], [5.67, 9.18, -0.69], [4.75, 8.13, -0.84], [4.57, 7.19, 0.18], [5.28, 7.33, 1.39], [6.19, 8.38, 1.55], [3.65, 6.01, -0.06], [3.07, 5.86, -1.15], [3.57, 5.17, 0.94], [5.81, 9.90, -1.50], [4.16, 8.04, -1.75], [5.11, 6.63, 2.20], [6.75, 8.51, 2.48]],
  "lowdin_charge": [1.255, -0.230, -0.217, -0.177, -0.189, -0.266, -0.231, -0.167, -0.185, -0.207, 0.110, 0.119, 0.128, 0.066, 0.092, 0.119, 0.108, 0.122, 0.117, 0.118, 0.102, 0.128, 0.024, 0.019, 0.005, 1.094, 1.100, -0.311, -0.312, -0.372, -0.089, -0.057, -0.050, -0.065, -0.096, -0.366, -0.097, -0.074, -0.059, -0.056, -0.061, -0.359, -0.103, -0.063, -0.052, -0.059, -0.069, -0.402, -0.101, -0.066, -0.060, -0.064, -0.083, 0.098, 0.099, 0.097, 0.114, 0.117, 0.117, 0.105, 0.099, 0.077, 0.106, 0.116, 0.110, 0.103, 0.112, 0.119, 0.115, 0.104, 0.111, 0.113, 0.112, 0.115, 0.100, 0.770, -0.613, 0.029, 0.105, -0.073, 0.100, 0.032, -0.564, 0.027, -0.166, 0.142, 0.150, 0.146, 0.142],
  "e_above_lowest_kcal_mol": 17.9,
  "s2": 6.047,
  "charge": 2,
  "total_energy_ha": -3012.54317,
  "multiplicity": 5
}


{
  "formula": "C6H4O",
  "method": "ωB97M-V/def2-TZVPD",
  "species": ["C", "C", "C", "C", "C", "C", "H", "H", "H", "H", "O"],
  "positions_angstrom": [[2.92, -0.31, 0.04], [1.64, 0.13, -0.14], [0.24, 0.01, -0.02], [-0.74, 1.07, -0.01], [-1.99, 0.47, 0.07], [-0.52, -1.09, -0.13], [3.95, -0.16, 0.53], [-0.31, 2.13, -0.33], [-2.86, 0.89, 0.10], [-0.41, -2.20, -0.17], [-1.92, -0.95, 0.06]],
  "lowdin_charge": [0.114, -0.058, -0.323, -0.018, -0.062, -0.057, 0.051, 0.159, 0.046, 0.148, 0.000],
  "e_above_lowest_kcal_mol": 82.2,
  "smiles": "C#Cc1ccoc1",
  "total_energy_ha": -306.08061
}


{
  "formula": "C14H36N2O10",
  "method": "ωB97M-V/def2-TZVPD",
  "species": ["C", "N", "O", "O", "H", "H", "H", "C", "N", "O", "O", "H", "H", "H", "C", "O", "C", "C", "O", "C", "H", "H", "H", "H", "H", "H", "H", "H", "H", "H", "C", "O", "C", "C", "O", "C", "H", "H", "H", "H", "H", "H", "H", "H", "H", "H", "C", "O", "C", "C", "O", "C", "H", "H", "H", "H", "H", "H", "H", "H", "H", "H"],
  "positions_angstrom": [[-3.27, -0.80, 1.68], [-1.98, -0.32, 2.26], [-1.53, -0.93, 3.20], [-1.47, 0.65, 1.74], [-4.02, -0.03, 1.88], [-3.54, -1.72, 2.18], [-3.12, -0.90, 0.62], [1.18, 2.71, -3.03], [0.32, 2.20, -4.13], [0.50, 1.06, -4.51], [-0.44, 2.98, -4.65], [0.77, 3.68, -2.76], [2.19, 2.77, -3.41], [1.14, 2.04, -2.18], [-2.65, -2.82, -1.25], [-2.09, -3.34, -0.06], [-2.79, -4.46, 0.42], [-2.43, -4.68, 1.88], [-1.02, -4.75, 2.06], [-0.69, -4.89, 3.41], [-3.71, -2.56, -1.12], [-2.54, -3.53, -2.07], [-2.14, -1.88, -1.51], [-2.62, -5.39, -0.13], [-3.87, -4.23, 0.47], [-2.84, -5.65, 2.20], [-2.85, -3.89, 2.52], [0.38, -5.13, 3.47], [-1.19, -5.74, 3.90], [-0.89, -3.96, 3.95], [3.25, 6.28, 0.03], [2.34, 5.48, 0.73], [1.00, 5.84, 0.46], [0.04, 4.87, 1.16], [-0.03, 3.59, 0.59], [1.09, 2.76, 0.77], [3.00, 7.35, 0.05], [3.25, 6.00, -1.03], [4.23, 6.24, 0.50], [0.78, 5.82, -0.61], [0.79, 6.85, 0.83], [-0.95, 5.30, 1.02], [0.28, 4.83, 2.23], [1.49, 2.71, 1.79], [1.95, 3.14, 0.19], [0.83, 1.76, 0.43], [3.08, -0.89, -2.77], [2.49, -2.07, -2.27], [1.17, -1.97, -1.87], [0.97, -1.04, -0.69], [1.55, -1.53, 0.49], [0.71, -2.44, 1.21], [3.88, -1.18, -3.45], [3.53, -0.33, -1.95], [2.37, -0.26, -3.33], [0.84, -2.97, -1.58], [0.46, -1.68, -2.66], [-0.10, -0.82, -0.57], [1.45, -0.07, -0.85], [1.06, -2.51, 2.23], [0.80, -3.39, 0.68], [-0.34, -2.14, 1.23]],
  "lowdin_charge": [0.056, -0.441, 0.063, 0.074, 0.104, 0.082, 0.081, 0.051, -0.444, 0.052, 0.071, 0.092, 0.107, 0.078, -0.106, -0.206, -0.205, -0.206, -0.191, -0.116, 0.087, 0.097, 0.079, 0.133, 0.127, 0.129, 0.114, 0.092, 0.088, 0.090, -0.117, -0.197, -0.218, -0.203, -0.176, -0.113, 0.087, 0.088, 0.088, 0.127, 0.127, 0.127, 0.132, 0.101, 0.079, 0.063, -0.102, -0.159, -0.221, -0.227, -0.163, -0.090, 0.088, 0.090, 0.067, 0.124, 0.124, 0.113, 0.097, 0.093, 0.088, 0.053],
  "e_above_lowest_kcal_mol": 134.2,
  "smiles": "C[N+](=O)[O-].C[N+](=O)[O-].COCCOC.COCCOC.COCCOC",
  "total_energy_ha": -1416.59007
}


{
  "formula": "C3H7Cl2OP",
  "method": "ωB97M-V/def2-TZVPD",
  "species": ["C", "C", "C", "O", "P", "Cl", "Cl", "H", "H", "H", "H", "H", "H", "H"],
  "positions_angstrom": [[-0.31, 1.00, 0.98], [0.29, -0.94, -0.59], [0.24, 0.52, -0.45], [3.20, 0.11, -0.32], [2.16, 1.11, -0.59], [2.37, 2.73, 0.57], [2.31, 1.83, -2.43], [0.11, 0.39, 1.89], [0.12, 2.05, 1.12], [-1.33, 0.92, 0.84], [0.86, -1.40, 0.35], [0.66, -1.49, -1.53], [-0.83, -1.30, -0.60], [-0.47, 0.95, -1.16]],
  "lowdin_charge": [-0.120, -0.197, -0.494, -0.409, -0.090, 0.368, 0.356, 0.119, 0.015, 0.028, 0.119, 0.100, 0.107, 0.099],
  "e_above_lowest_kcal_mol": 7.8,
  "smiles": "CC(C)P(=O)(Cl)Cl",
  "total_energy_ha": -1455.52938
}


{
  "formula": "C9H13N2",
  "method": "ωB97M-V/def2-TZVPD",
  "species": ["C", "C", "C", "C", "C", "C", "C", "C", "C", "N", "N", "H", "H", "H", "H", "H", "H", "H", "H", "H", "H", "H", "H", "H"],
  "positions_angstrom": [[-3.48, -0.19, -0.24], [-2.90, 0.84, 0.42], [-2.63, -1.20, -0.60], [-1.51, 0.97, 0.65], [-1.27, -1.23, -0.28], [-0.69, -0.14, 0.34], [0.77, -0.11, 0.64], [1.64, 1.01, 0.02], [1.84, -0.47, -0.29], [1.18, 1.83, -0.96], [3.02, -1.11, 0.29], [-4.50, -0.25, -0.45], [-3.68, 1.70, 0.77], [-2.97, -2.19, -0.96], [-1.01, 1.77, 1.17], [-0.57, -1.96, -0.49], [1.02, -0.32, 1.64], [2.45, 1.37, 0.65], [1.48, -0.88, -1.25], [0.30, 2.43, -0.87], [1.66, 1.83, -1.85], [2.99, -2.11, 0.20], [3.07, -1.03, 1.30], [3.79, -0.57, 0.14]],
  "lowdin_charge": [-0.096, -0.076, -0.060, -0.017, -0.033, -0.208, -0.142, -0.288, -0.189, 0.067, 0.263, 0.100, 0.162, 0.122, 0.109, 0.086, 0.134, 0.139, 0.183, 0.138, 0.106, 0.191, 0.175, 0.135],
  "e_above_lowest_kcal_mol": 57.3,
  "smiles": "N[C@@H]1[C@@H]([NH3+])[C@@H]1c1ccccc1",
  "charge": 1,
  "total_energy_ha": -459.92267
}


{
  "formula": "C4H11BrLiO3",
  "method": "ωB97M-V/def2-TZVPD",
  "species": ["Li", "Br", "C", "C", "O", "H", "H", "H", "H", "H", "C", "C", "O", "O", "H", "H", "H", "H", "H", "H"],
  "positions_angstrom": [[3.07, 16.31, -12.88], [4.47, 17.01, -13.65], [2.24, 14.31, -13.64], [1.23, 15.36, -13.75], [1.83, 16.67, -13.71], [2.77, 14.37, -12.69], [2.98, 14.17, -14.43], [1.69, 13.39, -13.47], [0.53, 15.23, -12.93], [0.69, 15.15, -14.68], [4.00, 16.82, -11.05], [4.17, 15.23, -10.97], [3.74, 14.74, -12.31], [2.63, 17.21, -11.64], [4.83, 17.33, -11.53], [3.87, 17.12, -10.01], [3.66, 14.77, -10.12], [5.24, 15.13, -10.83], [4.03, 13.83, -12.46], [2.55, 18.15, -11.48]],
  "lowdin_charge": [0.156, 0.233, -0.196, -0.442, -0.526, -0.136, 0.085, 0.066, 0.079, 0.071, -0.318, -0.120, -0.238, -0.233, -0.026, 0.094, 0.111, 0.107, 0.140, 0.092],
  "e_above_lowest_kcal_mol": 241.2,
  "charge": -1,
  "total_energy_ha": -2965.99723
}